[1]
DFT (ωB97M-V/def2-TZVPD) results for a structure of composition C42H46As2I2N11O13RbS.

Total charge   -2
LUMO level   3.28 eV
Electronic energy   -8697.69779 Ha

Geometry as XYZ:
```
118
Properties=species:S:1:pos:R:3:mulliken_charge:R:1
Rb 1.111 0.414 0.168 0.409
I 6.860 2.577 5.663 -0.090
C 5.101 2.391 4.478 -0.547
C 4.062 1.601 4.929 -0.346
C 2.936 1.535 4.152 0.079
I 1.319 0.317 4.756 0.089
C 2.729 2.231 2.926 -0.019
O 1.642 2.170 2.306 -0.256
C 3.858 3.027 2.521 0.713
C 3.783 3.813 1.240 -1.262
N 3.574 2.955 0.083 0.349
C 4.207 3.433 -1.121 -0.916
C 3.829 2.606 -2.324 0.564
C 4.784 2.244 -3.273 -0.617
C 4.380 1.538 -4.394 -0.741
C 3.043 1.200 -4.524 -0.693
C 2.167 1.603 -3.523 -0.340
N 2.547 2.298 -2.466 -0.208
C 5.002 3.086 3.285 -0.444
H 4.131 1.048 5.856 0.402
H 4.711 4.410 1.144 0.323
H 2.943 4.524 1.292 0.265
H 3.874 2.008 0.299 -0.143
H 5.315 3.481 -1.047 0.289
H 3.849 4.459 -1.290 0.417
H 5.825 2.505 -3.138 0.369
H 5.101 1.256 -5.151 0.375
H 2.691 0.634 -5.372 0.425
H 1.113 1.367 -3.584 0.867
H 5.838 3.689 2.950 0.361
N -1.916 0.211 -0.064 0.258
N -2.671 0.920 -1.026 -0.453
C -2.083 1.227 -2.260 0.044
O -2.447 2.252 -2.824 -0.815
O -1.229 0.397 -2.719 0.227
H -2.470 -0.545 0.339 -0.194
H -1.632 0.825 0.703 0.447
H -3.219 1.703 -0.679 0.251
O 3.764 -0.095 0.674 -0.340
N 3.165 -1.059 1.175 -0.127
O 2.451 -1.750 0.387 -0.450
N 1.147 9.120 6.983 -0.595
C 0.828 8.147 6.460 0.098
C 0.409 6.960 5.831 0.552
C 1.216 6.328 4.879 -0.964
C 0.784 5.178 4.256 -0.003
C -0.462 4.633 4.577 0.304
C -1.260 5.256 5.541 -0.310
C -0.833 6.409 6.161 -0.892
N -0.925 3.504 3.919 0.468
C -1.689 2.489 4.452 -0.408
C -1.956 1.640 3.424 -1.260
N -1.415 2.123 2.271 -0.070
C -0.789 3.211 2.592 -0.857
H 2.180 6.752 4.638 0.477
H 1.408 4.676 3.533 0.494
H -2.228 4.842 5.780 0.498
H -1.457 6.905 6.892 0.436
H -1.909 2.439 5.500 0.475
H -2.469 0.700 3.435 0.526
H -0.267 3.843 1.906 0.517
C -0.571 0.823 -5.796 -0.945
O -0.482 -0.453 -5.189 -0.013
C -1.650 -0.964 -4.823 -0.220
O -2.725 -0.482 -5.100 -0.656
C -1.592 -2.212 -4.026 0.129
C -2.035 -3.326 -4.642 1.212
As -2.833 -4.972 -3.872 -0.229
C -4.628 -4.140 -3.914 -1.135
C -2.286 -4.347 -2.130 0.381
C -1.004 -3.908 -2.055 0.401
As -1.127 -1.776 -2.147 1.932
C 0.787 -1.539 -2.432 -0.344
C -0.055 -4.588 -2.899 -0.020
O 0.827 -4.156 -3.612 -0.621
O -0.195 -5.948 -2.694 -0.209
C 0.714 -6.765 -3.391 -0.799
C -3.294 -4.109 -1.115 0.057
O -4.333 -4.749 -1.066 -0.676
O -2.953 -3.232 -0.162 -0.111
C -3.886 -3.087 0.894 -0.539
C -2.157 -3.336 -6.095 -0.307
O -1.661 -2.581 -6.899 -0.623
O -2.901 -4.412 -6.514 -0.314
C -3.117 -4.511 -7.905 -0.775
H -0.773 1.573 -5.029 0.309
H -1.380 0.836 -6.527 0.307
H 0.385 0.998 -6.285 0.246
H -4.963 -4.054 -4.947 0.329
H -4.567 -3.140 -3.481 0.333
H -5.349 -4.727 -3.349 0.348
H 1.075 -0.563 -2.051 -0.735
H 1.031 -1.600 -3.491 0.428
H 1.327 -2.311 -1.889 0.443
H 0.475 -7.795 -3.131 0.242
H 1.738 -6.525 -3.097 0.291
H 0.605 -6.614 -4.469 0.274
H -3.379 -2.528 1.679 -0.217
H -4.194 -4.075 1.255 0.415
H -4.772 -2.545 0.546 0.335
H -3.818 -5.333 -8.045 0.242
H -2.181 -4.719 -8.431 0.275
H -3.537 -3.578 -8.294 0.314
C -2.291 -1.544 6.320 -1.055
C -2.904 -2.045 5.012 -0.693
C -1.845 -2.253 3.991 0.178
N -1.760 -1.619 2.882 -0.122
N -0.707 -1.922 2.133 0.345
C 0.063 -2.824 2.645 0.168
N 1.145 -3.352 2.085 -0.314
S -0.533 -3.404 4.231 -0.298
H -3.067 -1.363 7.062 0.409
H -1.736 -0.623 6.148 0.149
H -1.595 -2.284 6.709 0.343
H -3.620 -1.314 4.629 0.284
H -3.436 -2.984 5.188 0.360
H 1.602 -2.788 1.329 0.240
H 1.765 -3.879 2.679 0.242
```



[2]
DFT (ωB97M-V/def2-TZVPD) results for a structure of composition C42H46BrFIN4O3SiTi.

Total charge   +3
LUMO level   -8.30 eV
Electronic energy   -6182.55353 Ha

Geometry as XYZ:
```
100
Properties=species:S:1:pos:R:3:mulliken_charge:R:1
Ti 0.029 0.261 0.430 -0.015
F 6.134 -0.052 -2.344 -0.334
C 5.813 -0.168 -1.048 0.281
C 4.503 -0.141 -0.705 -0.756
C 4.115 -0.229 0.645 0.609
C 2.742 -0.178 1.019 1.350
O 1.843 -0.006 0.066 -0.435
C 2.432 -0.274 2.383 0.342
C 3.470 -0.445 3.284 -0.671
N 4.748 -0.520 2.943 0.301
C 5.761 -0.671 3.990 -0.368
C 5.493 -1.584 5.141 -1.030
C 6.509 -1.964 4.108 -0.413
C 5.122 -0.386 1.609 -0.613
C 6.468 -0.417 1.234 -0.568
C 6.859 -0.291 -0.094 -0.648
N 8.194 -0.307 -0.469 0.141
C 8.622 -0.432 -1.873 -0.656
C 10.120 -0.735 -1.924 -0.854
N 10.472 -1.619 -0.759 -0.130
C 10.358 -0.860 0.546 -0.738
C 9.250 0.187 0.410 -0.715
C 1.071 -0.147 3.031 0.283
O 0.928 -0.183 4.205 -0.549
O 0.030 0.057 2.166 -0.351
H 3.760 -0.040 -1.484 0.719
H 3.238 -0.517 4.338 0.865
H 6.288 0.253 4.189 0.493
H 4.573 -2.154 5.150 0.360
H 5.823 -1.253 6.114 0.268
H 6.234 -2.765 3.432 0.230
H 7.560 -1.918 4.360 0.323
H 7.209 -0.577 2.001 0.753
H 8.442 0.472 -2.456 0.393
H 8.075 -1.246 -2.343 0.525
H 10.740 0.154 -1.839 0.375
H 10.376 -1.245 -2.849 0.409
H 11.413 -2.005 -0.861 0.362
H 9.832 -2.414 -0.746 0.381
H 11.319 -0.388 0.740 0.384
H 10.159 -1.588 1.328 0.431
H 9.656 1.117 0.005 0.340
H 8.869 0.427 1.395 0.444
C -1.827 -0.275 -0.181 -0.813
Si -2.573 1.366 -0.785 0.081
C -1.471 2.605 0.206 -0.860
N -0.006 2.235 0.142 0.727
C 0.822 2.959 1.170 -1.016
C 1.070 4.410 0.787 -0.831
C 1.701 4.521 -0.622 -0.781
C 1.869 3.146 -1.273 -0.677
C 0.536 2.422 -1.264 -0.193
C -4.293 1.753 -0.287 0.759
C -4.620 2.014 1.050 -0.379
C -5.926 2.303 1.414 -0.777
C -6.924 2.328 0.446 -0.466
C -6.617 2.062 -0.880 -0.751
C -5.310 1.773 -1.246 -0.241
C -2.282 1.521 -2.603 0.563
C -1.789 0.466 -3.378 -0.301
C -1.684 0.584 -4.759 -0.808
C -2.074 1.760 -5.385 -0.565
C -2.560 2.821 -4.631 -0.852
C -2.668 2.699 -3.254 0.081
H -1.987 -1.080 -0.895 0.551
H -2.311 -0.571 0.761 0.375
H -1.777 2.549 1.254 0.629
H -1.603 3.641 -0.112 0.490
H 1.777 2.442 1.269 0.292
H 0.298 2.884 2.120 0.564
H 1.726 4.835 1.547 0.445
H 0.137 4.972 0.845 0.340
H 2.663 5.031 -0.576 0.441
H 1.064 5.128 -1.266 0.317
H 2.640 2.556 -0.771 0.105
H 2.180 3.252 -2.312 0.515
H 0.599 1.452 -1.770 0.151
H -0.193 3.003 -1.824 0.393
H -3.862 1.984 1.827 0.221
H -6.167 2.508 2.449 0.424
H -7.944 2.550 0.731 0.407
H -7.396 2.078 -1.632 0.427
H -5.082 1.567 -2.287 0.330
H -1.483 -0.466 -2.912 0.270
H -1.314 -0.246 -5.348 0.452
H -2.011 1.846 -6.462 0.412
H -2.868 3.737 -5.119 0.453
H -3.072 3.531 -2.683 0.474
Br 1.239 -5.589 1.633 -0.188
C 0.031 -5.659 0.185 0.066
C -0.608 -6.862 -0.076 -0.392
C -1.513 -6.958 -1.123 -0.597
C -1.789 -5.858 -1.919 -0.759
C -1.155 -4.649 -1.673 -0.479
C -0.251 -4.569 -0.627 0.625
I 0.727 -2.739 -0.334 0.226
H -0.395 -7.719 0.548 0.411
H -2.005 -7.903 -1.312 0.397
H -2.496 -5.932 -2.735 0.401
H -1.359 -3.788 -2.295 0.392
```



no.,HOMO-LUMO gap (eV)
1,6.1737
2,6.2481